No. 1
104
Properties=species:S:1:pos:R:3:forces:R:3 method="wB97M-V/def2-TZVPD" charge=0 homo_energy_ev=-8.976 total_energy_ev=-117116.183 spin_multiplicity=1
C 3.5335 -1.9319 3.4323 -0.18 0.09 0.14
N 3.7857 -1.4028 2.0754 0.88 -0.03 -0.40
O 2.8896 -1.4783 1.2642 -0.16 0.17 0.39
O 4.9100 -0.9832 1.8203 -0.61 -0.15 0.24
H 4.0003 -1.2682 4.1497 0.04 0.04 0.01
H 3.9735 -2.9226 3.4857 0.08 -0.03 -0.06
H 2.4618 -1.9943 3.5457 -0.12 0.00 0.12
C 1.9313 0.8900 -4.4199 0.75 -1.23 -0.27
N 1.3741 0.7864 -3.0560 0.36 0.95 -0.67
O 0.2004 0.5651 -2.9571 -1.03 -0.54 0.20
O 2.1086 1.0626 -2.1412 0.57 -0.03 0.75
H 1.4234 0.1594 -5.0384 -0.38 0.39 -0.17
H 2.9747 0.5888 -4.3722 0.08 0.31 0.18
H 1.8335 1.9131 -4.7529 -0.22 0.10 -0.08
C 0.2377 1.5818 4.4470 0.22 0.05 0.80
N -0.1395 2.8200 5.1973 -0.54 -0.53 -0.38
O 0.7056 3.6537 5.3559 0.86 0.67 0.20
O -1.2843 2.9160 5.5914 -0.29 -0.18 0.07
H 1.1069 1.8249 3.8506 -0.14 -0.03 -0.39
H -0.6426 1.2393 3.9309 -0.01 0.01 -0.30
H 0.5212 0.8520 5.2086 -0.06 0.06 0.02
C -0.7023 -2.5019 5.1587 0.25 -0.93 0.35
N -0.0060 -3.6452 4.4771 0.49 0.23 0.46
O 1.0967 -3.9642 4.9040 -0.29 0.19 -0.19
O -0.5663 -4.1720 3.5532 -0.20 -0.20 -0.38
H -0.3347 -2.5182 6.1772 0.15 0.33 0.03
H -1.7501 -2.7621 5.1605 -0.26 0.33 -0.29
H -0.4471 -1.6021 4.6137 -0.17 0.14 -0.09
C 0.1722 0.4528 0.1205 0.25 -0.09 -0.04
N -0.5893 0.0062 1.2947 1.10 -0.48 -0.26
O -1.7927 -0.0112 1.2820 -0.55 0.02 0.22
O 0.1349 -0.3715 2.1981 -0.58 -0.20 0.78
H -0.4885 0.6400 -0.7050 -0.21 0.35 -0.09
H 0.8615 -0.3529 -0.1302 -0.06 -0.01 0.01
H 0.7428 1.2968 0.4921 -0.15 0.26 -0.28
C -1.7570 2.9752 -3.3814 0.09 1.11 0.50
C -3.1284 2.5685 -3.8788 -1.43 0.43 1.55
O -2.9274 1.6929 -4.9569 0.16 -0.55 -0.31
S -1.5391 1.9655 -5.6691 -0.76 1.36 0.17
O -1.7178 2.7974 -6.7962 -0.12 0.28 -0.53
O -0.8379 0.7641 -5.8005 0.75 -1.45 -0.11
O -0.9124 2.8734 -4.5214 0.45 -0.23 -0.07
H -1.3422 2.4282 -2.5348 -0.17 -0.53 -0.30
H -1.7489 4.0258 -3.0752 -0.06 -0.06 -0.14
H -3.7865 3.4084 -4.1371 0.60 0.12 -0.60
H -3.7213 2.0863 -3.0932 0.44 -0.55 -0.23
C -1.0399 -2.4110 -3.2961 -0.47 -0.25 -1.01
C -1.4618 -2.6261 -1.8593 -0.30 1.17 0.05
O -2.9198 -2.6684 -1.9349 0.46 -0.84 -0.06
S -3.4431 -1.7260 -3.0938 0.72 0.89 0.70
O -3.7256 -0.4422 -2.5667 -0.16 0.77 0.48
O -4.4418 -2.3722 -3.8273 -0.96 -1.07 -0.77
O -2.1033 -1.6154 -3.8918 0.49 -0.14 -0.06
H -1.0341 -3.3412 -3.8747 0.21 0.00 0.27
H -0.1317 -1.8493 -3.4615 0.17 -0.05 0.36
H -1.2371 -1.7526 -1.2419 0.30 -0.17 -0.03
H -1.0508 -3.5253 -1.4195 -0.29 -0.17 0.05
C -3.3146 4.3540 1.7358 -0.82 0.17 0.07
C -2.8445 4.7018 0.3245 -0.85 -0.02 -0.11
O -1.4225 4.6794 0.3532 0.22 0.04 -0.27
S -0.8770 4.4232 1.8319 -0.64 0.32 0.14
O 0.0776 5.3867 2.1891 0.53 0.47 -0.04
O -0.6068 3.0433 1.9606 0.14 -0.85 0.02
O -2.2372 4.7814 2.5681 0.03 -0.14 0.08
H -3.5929 3.3111 1.9019 0.53 -0.09 -0.08
H -4.1981 4.9378 1.9924 0.19 0.12 0.12
H -3.1939 5.6967 0.0481 0.32 0.12 0.04
H -3.2524 4.0083 -0.4105 0.34 -0.19 -0.01
C 2.9613 -2.0683 -1.4965 0.41 -0.06 -0.42
O 1.7525 -2.0878 -1.6657 -0.28 0.01 -0.14
N 3.8674 -2.6841 -2.2907 -0.18 0.35 0.49
C 5.2599 -2.7139 -1.9207 0.62 -0.35 -0.33
C 3.5059 -3.4551 -3.4511 -0.01 0.14 0.05
H 3.4314 -1.5210 -0.6706 -0.06 -0.06 -0.19
H 5.5816 -1.8202 -1.3940 -0.19 0.06 0.18
H 5.8611 -2.7894 -2.8322 -0.05 0.17 0.04
H 5.5141 -3.6049 -1.3356 -0.10 0.11 0.12
H 2.4274 -3.4674 -3.5510 -0.11 -0.04 -0.02
H 3.9567 -2.9783 -4.3235 -0.05 -0.22 -0.19
H 3.8872 -4.4694 -3.3408 -0.05 -0.12 -0.17
C 3.2669 1.9150 1.0795 0.80 0.04 -1.85
O 2.7233 2.2363 2.0918 -0.74 0.21 1.86
N 4.6032 1.9484 0.8404 -0.60 -0.13 0.61
C 5.1208 1.5667 -0.4317 0.28 -0.17 -0.85
C 5.5621 2.2860 1.8622 0.50 0.65 -0.18
H 2.6818 1.6369 0.1798 0.37 -0.16 0.05
H 6.1000 1.1024 -0.3164 -0.02 -0.11 0.09
H 5.2483 2.4199 -1.1091 0.00 0.02 0.08
H 4.4647 0.8489 -0.9229 -0.06 0.01 0.01
H 6.0899 1.4059 2.2328 -0.10 -0.07 0.07
H 6.3021 2.9601 1.4134 0.03 -0.14 0.07
H 5.1197 2.8472 2.6778 -0.34 -0.22 0.07
C -5.5394 -1.2212 1.9726 -0.34 -0.06 0.55
O -6.2056 -0.7412 2.8827 0.37 -0.16 -0.74
N -5.6153 -2.5057 1.5462 0.22 0.14 0.01
C -4.7237 -2.9960 0.4998 -0.80 0.45 -0.05
C -6.6976 -3.3555 1.9941 -0.12 0.17 -0.25
H -4.7969 -0.6470 1.3954 0.10 0.08 0.19
H -4.4350 -4.0217 0.7179 0.13 -0.02 -0.01
H -3.8515 -2.3537 0.4377 0.12 -0.05 0.09
H -5.2284 -2.9545 -0.4738 0.11 -0.22 0.06
H -7.2333 -2.8506 2.7907 0.15 -0.01 0.20
H -7.4217 -3.4973 1.1820 0.16 -0.23 0.00
H -6.3073 -4.3153 2.3326 -0.11 -0.04 0.01

***

No. 2
21
Properties=species:S:1:pos:R:3:forces:R:3 method="wB97M-V/def2-TZVPD" s2=0.755 relative_energy_ev=0.862 charge=+1 homo_energy_ev="-14.531 / -14.498" total_energy_ev=-10404.033 spin_multiplicity=2
N -0.3626 1.7248 1.3602 -0.77 0.05 0.06
C -0.4335 0.2734 1.5862 -0.02 0.76 -0.51
C 0.5886 -0.3600 0.6414 -1.44 -1.00 0.97
N 0.0080 -0.5215 -0.7280 5.42 1.09 0.33
C 1.0970 -1.1800 -1.5459 -1.83 -1.46 0.15
H 0.3605 2.2094 1.8791 0.07 -0.23 0.13
H -1.2487 2.1496 1.6180 0.16 0.11 0.03
H -0.3415 -0.0613 2.6146 0.48 0.04 0.16
H -1.4394 -0.0304 1.3000 0.00 -0.15 -0.08
H 1.4628 0.2979 0.5274 -0.17 -0.10 -0.13
H 0.9205 -1.3319 1.0333 -0.03 0.16 -0.43
H -0.1476 0.4346 -1.1070 -1.26 0.20 -0.62
H 2.0551 -0.6766 -1.4476 -0.15 0.53 0.15
H 1.2307 -2.1921 -1.1392 0.01 0.23 -0.13
H 0.7886 -1.2587 -2.5749 -0.02 0.17 -0.33
H -1.9688 -2.8510 -0.5712 -0.09 0.12 0.18
H -1.1999 -1.5596 -0.1846 -0.54 -0.44 -0.01
O -1.8785 -2.1889 0.1317 0.20 -0.04 -0.21
H -0.2092 2.0872 -0.4696 0.16 0.89 0.84
H 0.7452 2.7977 -1.5131 0.08 0.08 0.15
O -0.0275 2.2374 -1.4109 -0.26 -1.02 -0.69

***

No. 3
53
Properties=species:S:1:pos:R:3:forces:R:3 method="wB97M-V/def2-TZVPD" s2=8.778 charge=+1 homo_energy_ev="-11.181 / -11.432" total_energy_ev=-67220.352 spin_multiplicity=6
Ir 1.0903 -0.2394 0.5857 2.07 -1.28 0.54
C 2.3219 3.4092 -3.1427 0.24 -1.85 2.24
C 1.8753 2.1974 -3.8592 0.98 1.36 -0.40
C 2.6069 1.5567 -4.8626 2.48 0.25 -1.77
C 2.1276 0.4897 -5.5335 0.66 0.03 -0.91
C 0.8578 0.0130 -5.2098 -0.06 -2.53 -0.67
C 0.0752 0.6335 -4.2628 -1.05 0.95 1.99
C 0.6222 1.7107 -3.5943 -2.19 -1.60 0.56
H 1.6856 3.4856 -2.2435 0.23 0.49 -0.45
H 2.3292 4.2993 -3.6938 -0.22 1.32 -1.08
H 3.3429 3.2922 -2.7525 -0.01 -0.05 -0.29
H 3.6071 1.8949 -5.2340 -0.92 0.05 0.95
H 2.7900 0.0613 -6.2959 -0.70 -0.18 0.35
H 0.5149 -0.9877 -5.5201 0.31 0.66 -0.35
H -0.8889 0.1861 -3.9228 0.89 0.56 -0.53
H 0.1246 2.1288 -2.7509 -0.63 0.30 0.37
N 3.6836 0.7787 -1.3005 1.37 0.95 -1.71
C 3.0537 -0.3251 -1.8394 -0.22 0.33 0.66
N 3.2656 -0.9048 -3.0193 -1.40 -0.42 1.97
N 2.3180 -1.9632 -2.9854 0.72 1.51 0.47
N 1.6568 -1.9282 -1.8849 -0.83 -0.83 -0.63
N 2.0347 -0.9157 -1.1002 1.76 -0.28 -2.69
C 3.7834 1.1074 0.0354 -1.61 -0.93 0.16
N 4.6114 1.9476 0.5501 0.48 0.17 1.07
N 4.3168 1.9590 1.9081 -1.92 -1.34 -0.52
N 3.2879 1.1785 2.1608 1.60 0.92 -1.65
N 2.9028 0.5985 0.9419 1.14 1.18 1.70
H 4.3466 1.3108 -1.9019 -0.66 -1.00 0.70
C -2.5286 -0.8584 5.1862 -0.48 0.25 -1.28
C -1.3369 -1.0445 4.2110 -0.48 -0.23 0.63
C -0.2499 -0.0440 4.4952 0.92 -0.02 0.54
O -1.9364 -0.7148 2.8737 0.32 0.11 -0.42
P -1.3642 -1.0310 1.4231 -0.98 -0.41 2.36
S 0.2696 -2.2092 1.7951 -0.03 0.62 -1.24
S -0.8794 0.6749 0.3331 -2.08 0.54 0.17
O -2.5605 -1.6990 0.7138 0.51 -0.27 -0.93
C -4.0009 -1.7637 0.9850 0.35 -1.30 2.37
C -4.2613 -2.6874 2.2287 1.99 -0.12 -0.24
C -4.5991 -0.4175 1.1076 -0.42 0.38 0.41
H -2.2754 -0.7331 6.2257 0.64 -0.01 0.24
H -3.2590 -1.6836 5.1561 0.26 0.40 -0.26
H -3.0000 0.0995 4.8511 0.07 -0.83 0.41
H -0.9258 -2.0953 4.1504 -0.65 1.13 0.15
H -0.5740 0.9864 4.3283 -0.06 -0.17 -0.25
H 0.6315 -0.2896 3.8886 -0.13 0.43 0.13
H 0.0778 -0.0675 5.5576 -0.29 -0.30 -0.62
H -4.4107 -2.2944 0.1630 0.00 -0.30 -1.07
H -4.1392 -2.1765 3.1896 -0.31 0.16 -0.36
H -3.5170 -3.5421 2.2785 -0.81 0.91 -0.43
H -5.2302 -3.1276 2.1367 -0.73 -0.16 0.07
H -4.2319 0.1431 1.9617 0.01 -0.19 0.36
H -5.6750 -0.5944 1.2350 0.16 0.46 -0.20
H -4.3674 0.1945 0.2537 -0.31 0.16 -0.63